86
Properties=species:S:1:pos:R:3:forces:R:3 method="wB97M-V/def2-TZVPD" max_force_ev_per_a=8.412 lumo_ha=-0.00966
C 5.5033 3.4745 -0.2505 -0.378 -0.444 0.291
C 5.5856 1.8413 -0.1058 1.858 0.164 0.120
C 4.1437 1.1140 0.1962 0.198 2.174 -0.438
I 4.1629 -0.0508 2.1004 -0.110 0.677 -1.320
N 3.5644 0.3337 -0.9604 2.014 -1.799 -0.324
C 3.5218 1.1213 -2.2497 -0.891 0.187 -2.169
C 2.5577 2.4457 -2.2156 -0.084 -0.048 0.103
C 0.9682 2.1481 -1.9496 -0.883 1.080 0.276
C 0.6132 1.7540 -0.3711 1.339 -0.284 -1.590
S -1.2632 1.6328 -0.0634 -4.482 -0.689 6.797
O -1.8019 2.8845 0.7208 2.452 -3.817 -4.195
O -1.5474 0.3943 0.8668 1.536 3.533 -3.965
O -2.1343 1.3317 -1.5099 1.169 0.403 1.567
C 4.2909 -0.9607 -1.2345 5.107 -2.128 0.525
O 5.5344 -1.2816 -0.8731 -7.830 2.455 -1.850
O 3.5576 -1.9836 -2.0521 2.316 3.498 -0.053
H 6.5522 4.0101 -0.0562 -2.414 -1.395 -0.507
H 4.7345 3.8430 0.5817 1.617 -0.432 -1.968
H 5.1360 3.7009 -1.3460 0.608 -0.079 2.324
H 6.3727 1.6132 0.7578 -1.925 0.301 -1.817
H 6.1045 1.4442 -1.1003 -1.338 0.500 2.225
H 3.3733 2.0000 0.4150 1.611 -2.149 -0.437
H 3.0603 0.3899 -3.0724 0.935 1.524 1.872
H 4.5872 1.4200 -2.6756 -2.024 -0.493 1.175
H 2.6589 3.0045 -3.2644 -0.191 -1.345 2.296
H 2.9281 3.1919 -1.3936 -0.682 -1.344 -1.591
H 0.4775 1.3775 -2.6905 1.234 1.360 1.558
H 0.4005 3.1813 -2.1343 1.241 -2.205 0.291
H 1.0516 0.7025 -0.1043 -1.141 1.923 -0.409
H 1.0410 2.5663 0.3587 -1.376 -1.510 -1.303
H -2.9844 0.8291 -1.3237 1.464 0.705 0.400
H 4.0881 -1.9722 -2.9256 -1.035 -0.368 2.045
C -6.7501 -0.5436 1.2982 -0.116 1.035 0.469
C -7.1117 -1.2549 -0.0144 0.625 0.798 -0.266
C -7.4151 -2.7431 0.1217 -0.329 -0.819 -0.299
F -6.3596 -3.4435 0.5954 -0.498 0.005 -0.389
F -7.7198 -3.2826 -1.0895 -0.019 0.304 -0.025
F -6.1305 -1.0307 -0.9289 -0.258 -0.305 0.186
F -8.2288 -0.6367 -0.5134 -0.004 -0.495 0.337
O -5.3542 -0.3732 1.5595 0.230 -1.852 0.021
C -4.7052 -1.4939 2.1585 -1.111 1.428 0.772
C -3.6318 -2.1135 1.2539 0.805 -0.147 -0.480
F -4.1525 -2.5293 0.0711 0.056 0.277 0.217
F -3.0737 -3.2066 1.8358 -0.362 0.210 0.292
F -5.6380 -2.3864 2.5618 0.727 0.036 0.258
F -4.1265 -1.0193 3.2968 0.084 -0.402 -0.800
H -7.1335 0.4810 1.2103 0.201 -0.229 -0.224
H -7.2814 -0.9595 2.1616 0.153 -0.189 -0.299
H -8.2700 -2.9146 0.7831 0.027 0.196 0.041
H -2.8366 -1.3962 1.0397 -0.146 0.191 0.196
C 8.4688 7.7935 3.2993 -0.062 0.962 0.618
C 7.4305 6.7792 2.7963 -0.269 0.864 -0.539
C 7.8917 5.3259 2.8075 -0.136 -1.022 0.000
F 8.9655 5.1193 2.0118 -0.548 -0.174 0.213
F 6.9086 4.5077 2.3436 -0.077 0.337 0.144
F 7.0020 7.1539 1.5612 0.172 -0.348 0.270
F 6.3352 6.8845 3.6139 0.463 -0.382 0.070
O 9.2297 8.4686 2.2937 0.856 -1.615 -0.667
C 10.3708 7.7587 1.8141 -0.450 0.962 1.873
C 10.2593 7.3864 0.3296 -0.141 -0.324 -0.875
F 9.1689 6.6149 0.0872 0.304 0.494 0.112
F 11.3385 6.6684 -0.0765 -0.041 0.265 0.468
F 10.6003 6.6914 2.6124 0.523 0.420 -0.611
F 11.4294 8.5963 1.9977 -0.436 -0.405 -0.596
H 7.9041 8.5954 3.7918 -0.024 -0.184 -0.335
H 9.1066 7.3843 4.0908 -0.124 -0.167 -0.326
H 8.1426 4.9972 3.8208 -0.025 0.188 0.024
H 10.1874 8.2792 -0.2951 0.023 0.120 0.224
C -8.0160 -6.5114 -0.8641 -0.245 1.082 0.031
C -8.2912 -7.6720 0.1040 -0.948 0.183 -0.431
C -7.1486 -8.6706 0.2538 0.498 -0.828 0.514
F -6.8411 -9.2814 -0.9130 -0.089 0.004 0.593
F -7.4873 -9.6588 1.1254 -0.194 0.323 -0.017
F -9.4466 -8.2912 -0.2580 0.448 -0.029 0.120
F -8.5385 -7.1205 1.3344 0.516 -0.146 -0.158
O -8.5332 -6.6595 -2.1895 1.079 -1.565 -0.447
C -7.7112 -7.4079 -3.0841 0.203 1.969 0.958
C -8.3739 -8.7101 -3.5526 -0.390 -0.853 -0.107
F -8.6803 -9.5205 -2.5075 -0.049 0.481 -0.411
F -7.5424 -9.4186 -4.3599 0.093 0.495 0.128
F -6.4989 -7.6042 -2.5175 -0.294 -0.081 -0.874
F -7.4952 -6.5932 -4.1544 -0.338 -0.728 0.190
H -8.5511 -5.6410 -0.4632 -0.068 -0.381 -0.108
H -6.9636 -6.2064 -0.8660 -0.164 -0.318 0.016
H -6.2464 -8.1860 0.6397 -0.111 0.162 -0.041
H -9.2945 -8.5064 -4.1037 0.066 0.243 0.041